Arrangement A

The following is a DFT calculation (the ωB97M-V functional and the def2-TZVPD basis) of C7H12 in the gas phase.

The geometry in ORCA input format:
```
! RIJCOSX wB97M-V def2-TZVPD def2/J DEFGRID3
* xyz 0 1
C 0.7694 3.0160 -0.8701
C 0.8448 1.5259 -1.1858
C 0.7009 0.6920 0.0866
C 0.8461 -0.7910 -0.1252
C 0.0456 -1.7642 0.4789
C -0.6572 -2.3466 1.3748
C -1.9944 -2.9670 1.3987
H -0.1848 3.2524 -0.3843
H 1.5738 3.2990 -0.1797
H 0.8571 3.6353 -1.7685
H 0.0453 1.2346 -1.8777
H 1.7962 1.2940 -1.6870
H -0.2593 0.8976 0.5678
H 1.4545 1.0377 0.8144
H -0.1604 -1.8878 -0.6795
H 1.6424 -1.1289 -0.7861
H -2.6404 -2.2615 1.9333
H -2.0115 -3.8989 1.9737
H -2.4286 -3.1434 0.4056
*
```

Computed properties:
LUMO level (alpha / beta): 0.25 / 0.26 eV
gap between HOMO and LUMO (alpha / beta): 7.445 / 7.449 eV
M: 96.17 g mol⁻¹



Arrangement B

The following is a DFT calculation (the ωB97M-V functional and the def2-TZVPD basis) of C7H12 in the gas phase.

The geometry in ORCA input format:
```
! RIJCOSX wB97M-V def2-TZVPD def2/J DEFGRID3
* xyz 0 1
C 2.3428 0.4325 -0.6280
C 1.1405 -0.5018 -0.7092
C 0.2429 -0.3323 0.4841
C -0.4741 1.0219 0.6195
C -1.7810 0.2635 0.8800
C -2.1322 -0.4642 -0.3817
C -1.0958 -1.0540 0.5523
H 2.9976 0.3045 -1.4936
H 2.9277 0.2350 0.2790
H 2.0294 1.4845 -0.5923
H 0.5512 -0.2842 -1.6105
H 1.4570 -1.5479 -0.7682
H 0.7770 -0.5367 1.4215
H -0.5501 1.6544 -0.2718
H -0.1136 1.6413 1.4523
H -2.2482 0.8205 1.6662
H -3.0167 -1.0942 -0.5028
H -1.8424 0.0363 -1.3054
H -1.2120 -2.0789 0.9086
*
```

Computed properties:
LUMO level: 1.23 eV
gap between HOMO and LUMO: 10.825 eV
SMILES: CC[C@H]1C[C@H]2C[C@@H]12
M: 96.17 g mol⁻¹



Arrangement C

The following is a DFT calculation (the ωB97M-V functional and the def2-TZVPD basis) of 3 unconnected molecules or ions with the total composition C7H12.

The geometry in ORCA input format:
```
! RIJCOSX wB97M-V def2-TZVPD def2/J DEFGRID3
* xyz 0 1
C -1.9961 0.7118 0.7326
C -1.8736 -0.0209 -0.6053
C -0.3501 -0.2121 -0.5746
C 0.5025 -0.9042 -1.6511
C 1.8059 -0.7474 -0.9677
C 2.2655 -0.2909 0.0617
C 2.3473 0.3496 1.3494
H -2.4726 0.1514 1.5255
H -0.5583 0.9325 1.5531
H -2.2378 1.7643 0.6598
H -2.3912 -0.9951 -0.6575
H -2.1822 0.5590 -1.4933
H -0.1562 -0.7365 0.3656
H 0.0592 0.7949 -0.4470
H 0.2083 -1.9484 -1.7941
H 0.4455 -0.3837 -2.6118
H 0.9004 0.7807 1.7184
H 2.9278 1.2793 1.3455
H 2.6629 -0.3238 2.1556
*
```

Computed properties:
LUMO level: 0.28 eV
gap between HOMO and LUMO: 9.058 eV
M: 96.17 g mol⁻¹



Arrangement D

The following is a DFT calculation (the ωB97M-V functional and the def2-TZVPD basis) of C7H12 in the gas phase.

The geometry in ORCA input format:
```
! RIJCOSX wB97M-V def2-TZVPD def2/J DEFGRID3
* xyz 0 1
C -2.5353 0.3414 0.1275
C -1.3339 -0.5031 -0.1456
C -0.2777 -0.0845 -1.0813
C 0.8916 0.0244 -0.0609
C 2.2316 -0.6515 -0.2936
C 2.1380 0.7871 0.0305
C 0.3640 0.0315 1.3346
H -3.2951 0.2008 -0.6599
H -2.2797 1.4072 0.1326
H -3.0095 0.0925 1.0822
H -1.4063 -1.5625 0.0891
H -0.0412 -0.8332 -1.8484
H -0.5030 0.8726 -1.5646
H 2.3796 -0.9651 -1.3332
H 2.6642 -1.3473 0.4281
H 2.5870 1.6653 -0.4218
H 1.4835 0.5527 1.6186
H -0.3105 0.8526 1.5767
H 0.2320 -0.9053 1.8816
*
```

Computed properties:
LUMO level (alpha / beta): 0.37 / 1.03 eV
gap between HOMO and LUMO (alpha / beta): 7.562 / 8.899 eV
M: 96.17 g mol⁻¹



Tell me which of them is the least stable. Sure, it is arrangement C.



Arrangement A

The following is a DFT calculation (the ωB97M-V functional and the def2-TZVPD basis) of 3 unconnected molecules or ions with the total composition C7H12.

The geometry in ORCA input format:
```
! RIJCOSX wB97M-V def2-TZVPD def2/J DEFGRID3
* xyz 0 1
C -0.8131 0.0298 2.1822
C -0.1114 0.9096 1.1754
C 1.1225 0.5330 0.1129
C 1.3546 -0.4425 -0.8752
C 0.1270 -1.2665 -1.1940
C -1.0094 -0.2742 -0.8500
C -0.2739 0.9505 -0.2522
H -0.1781 -0.1130 3.0623
H -1.7343 0.5243 2.5144
H -1.0754 -0.9538 1.7875
H 0.3214 1.7951 1.6415
H 1.8890 1.2882 0.2492
H 0.8923 0.8146 -2.0481
H 2.3532 -0.7652 -1.1577
H 0.0986 -1.5657 -2.2450
H 0.1029 -2.1918 -0.5986
H -1.7404 -0.7054 -0.1601
H -1.5620 0.0324 -1.7409
H 0.2364 1.4005 -1.6037
*
```

Computed properties:
LUMO level: 0.57 eV
gap between HOMO and LUMO: 8.558 eV
M: 96.17 g mol⁻¹



Arrangement B

The following is a DFT calculation (the ωB97M-V functional and the def2-TZVPD basis) of a molecular structure, C7H12.

The geometry in ORCA input format:
```
! RIJCOSX wB97M-V def2-TZVPD def2/J DEFGRID3
* xyz 0 1
C 1.2232 -1.4647 0.5447
C 1.3175 0.0304 0.5509
C -0.0393 0.8139 0.4148
C -1.1015 0.1839 -0.4259
C -2.0547 -0.6244 0.2274
C -1.8219 -1.5456 -0.7621
C 0.2562 2.2571 -0.1100
H 0.5754 -1.7964 -0.2793
H 0.5792 -1.9695 1.2789
H 2.1186 -2.0520 0.3628
H 1.7534 0.3417 1.4981
H 1.9226 0.4034 -0.2604
H -1.2639 0.5407 -1.4415
H -0.4825 0.9492 1.4117
H -1.5943 -2.5872 -0.4760
H -2.2256 -1.3845 -1.7653
H -0.7213 2.6756 -0.3364
H 0.8080 2.3405 -1.0613
H 0.7507 2.8878 0.6291
*
```

Computed properties:
LUMO level: 0.89 eV
gap between HOMO and LUMO: 8.595 eV
M: 96.17 g mol⁻¹



Tell me which of them is the least stable. Sure, it is arrangement A.



Arrangement A

The following is a DFT calculation (the ωB97M-V functional and the def2-TZVPD basis) of C7H12 in the gas phase.

The geometry in ORCA input format:
```
! RIJCOSX wB97M-V def2-TZVPD def2/J DEFGRID3
* xyz 0 1
C -2.2870 -1.7049 0.5071
C -1.6146 -0.5626 0.4328
C -0.7001 -0.1196 -0.6474
C -0.8536 -0.6051 -1.8732
C 0.1244 1.0918 -0.3108
C 1.0703 0.9003 0.9052
C 2.4604 0.4618 0.4739
H -2.1950 -2.4566 -0.2693
H -2.9788 -1.9043 1.3095
H -1.6851 0.0965 1.2894
H -0.1002 -0.2820 -2.5876
H -1.6647 -1.1829 -2.2867
H -0.6053 1.8735 -0.0990
H 0.7508 1.3460 -1.1680
H 1.0905 1.7981 1.5170
H 0.6175 0.1180 1.4807
H 2.5312 -0.3683 -0.2223
H 3.0760 1.2909 0.1299
H 2.9633 0.2095 1.4187
*
```

Computed properties:
LUMO level: 0.99 eV
gap between HOMO and LUMO: 9.767 eV
SMILES: C=CC(=C)CCC
M: 96.17 g mol⁻¹



Arrangement B

The following is a DFT calculation (the ωB97M-V functional and the def2-TZVPD basis) of C7H12 in the gas phase.

The geometry in ORCA input format:
```
! RIJCOSX wB97M-V def2-TZVPD def2/J DEFGRID3
* xyz 0 1
C 2.0676 1.0359 -0.3315
C 1.4848 -0.0096 0.6284
C 0.0902 -0.4476 0.0456
C 0.0591 -1.6727 -0.6670
C -1.0503 -0.1700 1.3683
C -0.9217 0.5597 0.1756
C -2.0945 0.6625 -0.7309
H 3.1372 1.1327 -0.1737
H 1.4814 1.9484 -0.2430
H 1.8935 0.6615 -1.3462
H 2.0690 -0.9224 0.6114
H 1.3212 0.4622 1.5963
H 0.1788 -2.5718 -0.0731
H -0.0796 -1.7350 -1.7347
H -1.9117 -0.8459 1.4022
H -0.4651 -0.1239 2.2726
H -2.3307 1.7123 -0.9256
H -1.9671 0.0945 -1.6587
H -2.9620 0.2292 -0.2160
*
```

Computed properties:
LUMO level: -0.62 eV
gap between HOMO and LUMO: 5.862 eV
M: 96.17 g mol⁻¹



Tell me which of them is the least stable. Sure, it is arrangement B.



Arrangement A

The following is a DFT calculation (the ωB97M-V functional and the def2-TZVPD basis) of 2 unconnected molecules or ions with the total composition C3H10NO2.

The geometry in ORCA input format:
```
! RIJCOSX wB97M-V def2-TZVPD def2/J DEFGRID3
* xyz 1 1
O 1.1450 0.8647 0.6015
C 1.3387 -0.1786 1.1579
O 1.4277 -0.2360 2.4973
H 1.3204 -1.1829 0.7219
H 2.2705 -0.4630 2.9091
C -0.5543 -0.9300 -2.0346
N -0.9040 0.3703 -1.4238
C -2.0290 0.1645 -0.4144
H -0.6511 -1.6630 -1.2452
H -1.3835 -1.1028 -2.7066
H 0.3738 -0.9162 -2.5872
H -1.2870 1.1901 -1.8956
H -0.1324 0.7518 -0.8656
H -2.7825 -0.4531 -0.8871
H -2.4911 1.1038 -0.1314
H -1.5938 -0.3308 0.4348
*
```

Computed properties:
LUMO level: -3.08 eV
gap between HOMO and LUMO: 12.269 eV
M: 92.12 g mol⁻¹



Arrangement B

The following is a DFT calculation (the ωB97M-V functional and the def2-TZVPD basis) of 3 unconnected molecules or ions with the total composition C3H10NO2.

The geometry in ORCA input format:
```
! RIJCOSX wB97M-V def2-TZVPD def2/J DEFGRID3
* xyz 1 1
C 2.2079 0.4693 0.1201
C 1.4017 1.5013 0.2558
C 0.5837 -1.1405 -0.7247
N 1.7604 -0.8462 -0.3173
H 3.2771 0.5015 0.2634
H 0.3304 1.4478 0.0973
H 1.8715 2.3774 0.6908
H 0.5318 -1.9208 -1.4750
H -0.3693 -0.8845 -0.2717
H 2.5244 -1.3383 -0.7676
H -2.7133 -2.3796 0.9318
H -2.7997 -1.1922 -0.0663
O -2.2415 -1.9206 0.2209
H -2.8609 1.5502 0.2581
H -1.6034 2.2906 0.6121
O -1.9007 1.4847 0.1723
*
```

Computed properties:
LUMO level: -5.44 eV
gap between HOMO and LUMO: 9.470 eV
M: 92.12 g mol⁻¹



Tell me which of them is the least stable. Sure, it is arrangement B.